Model P:
ORCA calculation (ωB97M-V/def2-TZVPD) on an isolated molecule of C4H9NO3.

```
! RIJCOSX wB97M-V def2-TZVPD def2/J DEFGRID3
* xyz 0 1
N -0.59707 1.42452 -1.02350
C -0.67378 0.57264 0.22424
C 0.42753 0.01900 1.03936
C 1.61194 -0.48972 0.23387
O 1.36969 -1.23617 -0.86705
C -1.73559 -0.70081 -0.00571
O -2.95729 -0.71655 0.18898
O -1.13420 -1.69062 -0.56316
H -0.25684 2.40409 -0.68689
H -1.50055 1.64520 -1.46814
H -1.07879 1.22454 0.98199
H 0.95187 0.60799 1.77667
H 0.07663 -0.88789 1.67273
H 2.42304 -1.06093 0.91301
H 1.97506 0.51802 -0.13666
H 1.31410 -0.23813 -1.47114
H -0.21574 -1.39517 -0.80861
*
```

Computed properties:
SMILES ... N[C@H](CCO)C(=O)O
Highest occupied orbital energy ... -9.766 eV
HOMO-LUMO gap ... 10.05 eV

***

Model Q:
ORCA calculation (ωB97M-V/def2-TZVPD) on an isolated molecule of C4H9NO3.

```
! RIJCOSX wB97M-V def2-TZVPD def2/J DEFGRID3
* xyz 0 1
N 1.80242 -1.07484 -0.42530
C 0.71346 -0.06117 -0.42690
C -0.04097 -0.25486 -1.76271
O -1.46149 -0.49962 -1.60607
C -0.14029 -0.23493 0.86222
C -0.64729 1.16277 1.25987
O -0.93571 2.01551 0.47899
O -0.78194 1.17346 2.60995
H 1.34191 -1.96762 -0.29083
H 2.49049 -0.94142 0.29851
H 1.21748 0.90557 -0.53299
H 0.22916 -1.24889 -2.14665
H 0.03242 0.55281 -2.48520
H -1.84450 0.20070 -1.07616
H 0.42562 -0.67612 1.66650
H -0.99873 -0.84945 0.60806
H -1.40205 1.79809 2.96869
*
```

Computed properties:
SMILES ... N[C@@H](CO)CC(=O)O
Highest occupied orbital energy ... -9.442 eV
HOMO-LUMO gap ... 9.97 eV

***

Which is most stable, and by how much? model Q, by 0.0906 hartree.

***

Model P:
ORCA calculation (ωB97M-V/def2-TZVPD) on a cluster of 2 separate species, C6H10N2O2 in total.

```
! RIJCOSX wB97M-V def2-TZVPD def2/J DEFGRID3
* xyz 0 1
C -2.35113 2.00932 -0.40782
N -1.15583 1.27601 -0.79401
C -1.38202 0.25063 -1.80173
C -0.06991 -0.53330 -1.99146
N 0.81398 -0.75170 -0.84539
C 1.53561 0.66918 -1.12129
O 2.02339 1.49317 -0.38007
C 0.64035 0.80636 -2.35732
C -0.70018 1.53190 -2.15294
H -3.06180 2.15244 -1.24213
H -2.86419 1.46115 0.39317
H -2.05814 2.99692 -0.02830
H -2.38965 -0.09702 -2.03042
H -0.09860 -1.33965 -2.73011
H 0.49957 -0.99645 0.08733
H 1.14054 0.91782 -3.32331
H -1.06293 2.39240 -2.71447
O 3.38057 -0.76463 -1.27101
H 2.50862 -1.47343 -1.07484
H 3.42872 -0.86393 -2.24106
*
```

Computed properties:
SMILES ... CN1[C@@H]2[C@@H]3NC(=O)[C@@H]3[C@@H]21.O
Highest occupied orbital energy ... -9.053 eV
HOMO-LUMO gap ... 9.86 eV

***

Model Q:
ORCA calculation (ωB97M-V/def2-TZVPD) on a structure of composition C6H10N2O2.

```
! RIJCOSX wB97M-V def2-TZVPD def2/J DEFGRID3
* xyz 0 1
O 0.35310 0.37610 1.73086
C 0.09228 0.39711 0.36219
C -1.00273 1.35546 0.06339
N -1.68590 2.26351 -0.19289
C 1.25225 0.45418 -0.68444
C 2.19922 -0.63635 -0.17205
C 1.14504 -1.75332 0.06360
C -0.10262 -0.97096 -0.35923
N 0.38944 -0.33104 -1.61715
H 0.82676 1.17148 2.00046
H 1.66853 1.40542 -1.03111
H 2.93723 -0.89450 -0.94032
H 2.72667 -0.34107 0.74298
H 1.28413 -2.61872 -0.59480
H 1.10435 -2.10537 1.09957
H -1.07182 -1.47934 -0.37261
H -0.33225 0.26599 -2.02018
O -4.23704 0.95918 0.50463
H -3.66502 0.63704 1.21754
H -3.88162 1.84518 0.19956
*
```

Computed properties:
Highest occupied orbital energy ... -9.934 eV
HOMO-LUMO gap ... 10.39 eV

***

Model R:
ORCA calculation (ωB97M-V/def2-TZVPD) on a structure of composition C6H10N2O2.

```
! RIJCOSX wB97M-V def2-TZVPD def2/J DEFGRID3
* xyz 0 1
C -1.61470 -0.06591 1.37179
C -1.32043 0.69945 0.00091
C 1.09438 1.54628 -0.38648
C 2.33711 0.79432 -0.64399
C 2.04355 -0.41493 -1.46624
C 0.60594 -0.63474 -1.03701
H -0.62849 -1.94783 0.56867
H -1.84655 -1.67072 2.41393
H -1.74840 0.05572 -0.78792
H -1.59506 1.47502 0.41789
H 1.13438 2.14426 0.79796
H 0.91440 2.77873 -0.98296
H 2.95781 1.42047 -1.57330
H 3.18105 0.64943 0.47634
H 1.75563 -0.37514 -2.41920
H 2.60701 -1.29677 -0.94038
N -1.17274 -1.37886 1.47633
N 0.08872 0.44899 -0.45451
O -2.08543 0.64537 2.32624
O -0.16691 -1.67923 -1.34594
*
```

Computed properties:
Highest occupied orbital energy ... -9.406 eV
HOMO-LUMO gap ... 9.88 eV

***

Which is most stable, and by how much? model Q, by 0.0957 hartree.

***

Model P:
ORCA calculation (ωB97M-V/def2-TZVPD) on an isolated molecule of C2H2O4.

```
! RIJCOSX wB97M-V def2-TZVPD def2/J DEFGRID3
* xyz 0 1
C -1.46080 -0.05868 0.10721
C 0.35246 0.05697 -0.43171
O -2.12076 -0.74786 -0.56500
O -1.25926 0.60424 1.06511
O 0.85794 1.21670 -0.60334
O 1.14884 -0.77099 0.23661
H 1.71685 1.35149 -0.15033
H 0.76474 -1.65187 0.34144
*
```

Computed properties:
Highest occupied orbital energy ... -10.018 eV
HOMO-LUMO gap ... 10.22 eV

***

Model Q:
ORCA calculation (ωB97M-V/def2-TZVPD) on a cluster of 2 separate species, C2H2O4 in total.

```
! RIJCOSX wB97M-V def2-TZVPD def2/J DEFGRID3
* xyz 0 1
O -0.77587 1.80696 -0.12043
C -1.63910 1.22711 0.40015
O -2.50527 0.72034 0.90444
O -0.06996 -0.74616 0.53942
C 0.90149 -1.05742 -0.08604
O 1.66549 -0.32378 -0.84953
H 1.35665 -2.12592 0.11698
H 1.06656 0.49887 -0.90499
*
```

Computed properties:
SMILES ... O=C=O.O=CO
Highest occupied orbital energy ... -11.067 eV
HOMO-LUMO gap ... 11.70 eV

***

Which is most stable, and by how much? model Q, by 0.0780 hartree.

***

Model P:
ORCA calculation (ωB97M-V/def2-TZVPD) on a cluster of 2 separate species, C5H14NO2 in total.

```
! RIJCOSX wB97M-V def2-TZVPD def2/J DEFGRID3
* xyz -1 1
C 1.31265 0.16216 1.42581
O 0.10005 0.66808 1.66873
C 1.56570 -0.05568 -0.20587
C 0.95645 -1.23319 -1.01708
C -0.50078 -0.74585 -1.26392
C -2.46749 -0.13541 0.26884
N -1.60952 -1.22961 -0.33763
H 1.93354 0.99150 1.64594
H 1.48994 -0.82178 2.03365
H 2.63968 -0.05008 -0.34334
H 1.08851 0.80511 -0.59019
H 1.61440 -1.29122 -2.01695
H 1.20423 -2.26590 -0.64966
H -0.89703 -1.03351 -2.28316
H -0.27294 0.44688 -1.26660
H -2.75908 0.46634 -0.62142
H -1.97648 0.33997 1.08597
H -3.26950 -0.65131 0.74684
H -1.31263 -1.68177 0.47851
H 0.01511 1.68461 0.58582
H 1.06269 2.93940 0.40161
O 0.08250 2.69124 0.25409
*
```

Computed properties:
Highest occupied orbital energy ... -3.185 eV
HOMO-LUMO gap ... 7.37 eV

***

Model Q:
ORCA calculation (ωB97M-V/def2-TZVPD) on a cluster of 2 separate species, C5H14NO2 in total.

```
! RIJCOSX wB97M-V def2-TZVPD def2/J DEFGRID3
* xyz -1 1
C 2.84680 0.64925 1.34154
C 1.86358 -0.37217 0.89518
N 0.70854 0.39372 0.36562
C -0.33463 0.32497 1.34588
C 0.09840 -0.38351 -0.73145
C -1.42321 -1.20382 -0.48356
O -1.89063 -1.58493 -1.64016
H 3.30061 0.48924 2.26180
H 2.16735 1.55678 1.72333
H 3.49396 0.99555 0.45081
H 2.22424 -0.99526 -0.02237
H 1.59922 -1.23782 1.63932
H -0.53710 -0.62588 1.79848
H -1.29764 0.83053 0.81260
H -0.20335 1.14270 2.12065
H -0.01566 0.29907 -1.58331
H 0.79531 -1.10813 -1.07741
H -2.09965 -0.42112 -0.10605
H -1.18950 -1.95400 0.24461
H -0.91466 1.81740 -0.75052
H -2.00989 0.98652 -1.69636
O -1.68171 1.75743 -1.18241
*
```

Computed properties:
Highest occupied orbital energy ... -2.459 eV
HOMO-LUMO gap ... 6.08 eV

***

Model R:
ORCA calculation (ωB97M-V/def2-TZVPD) on a cluster of 2 separate species, C5H14NO2 in total.

```
! RIJCOSX wB97M-V def2-TZVPD def2/J DEFGRID3
* xyz -1 1
C -1.39237 0.03357 -1.93863
C -0.31478 0.26765 -0.69397
C -0.34520 -0.89491 0.37538
C -1.64168 -1.36817 1.14656
N 0.92922 0.49631 -1.40494
C 1.92492 1.19470 -0.48562
O 2.19566 0.20848 0.43098
H -1.73618 0.96758 -2.31386
H -0.98257 -0.51055 -2.77622
H -2.29722 -0.62786 -1.67995
H -0.52982 1.24953 -0.12056
H -0.04599 -1.85406 -0.03182
H 0.35864 -0.44999 1.17255
H -2.44173 -1.99042 0.53399
H -2.17854 -0.56469 1.73252
H -1.28534 -1.88965 2.00147
H 1.39476 -0.48685 -1.48138
H 2.65937 1.44570 -1.15410
H 1.57850 2.00812 -0.02299
H 2.12880 0.64015 1.54493
H 0.56388 0.98483 2.53594
O 1.45768 1.14053 2.62972
*
```

Computed properties:
Highest occupied orbital energy ... -3.902 eV
HOMO-LUMO gap ... 7.72 eV

***

Which is most stable, and by how much? model R, by 0.0213 hartree.